Record 1
DFT (ωB97M-V/def2-TZVPD) results for C39H36MnN4O3S6Si as an isolated structure.

M: 884.168 u
multiplicity: 5
LUMO (spin up / spin down): 1.13 / 1.54 eV
total charge: -1
<S²>: 6.06
highest occupied orbital energy (spin up / spin down): -0.160 / -0.162 Ha

Structure (XYZ):
```
90
Properties=species:S:1:pos:R:3:forces:R:3:mulliken_spin:R:1
Mn 0.300 -0.524 0.347 0.0 -0.6 0.2 4.17
N -2.274 -0.359 4.070 0.0 -0.1 0.0 0.00
C -1.375 -0.277 3.046 -0.1 0.2 0.1 -0.01
S -0.300 -1.556 2.768 0.1 0.2 -0.1 0.07
N -1.446 0.885 2.395 0.2 -0.2 -0.1 -0.03
N -0.594 0.983 1.358 -0.3 0.4 -0.1 -0.09
C -0.508 2.131 0.779 -0.1 0.0 -0.1 0.01
C 0.281 2.257 -0.439 0.0 0.0 0.2 0.00
C 0.416 3.441 -1.145 0.0 0.1 -0.1 0.01
C 1.165 3.436 -2.313 0.0 0.0 0.0 0.00
C 1.755 2.258 -2.740 0.1 0.0 0.0 0.00
C 1.567 1.110 -1.985 0.1 0.1 0.0 0.01
N 0.848 1.120 -0.868 -0.1 0.0 -0.2 -0.02
H -2.476 -1.281 4.413 0.0 0.0 0.0 0.00
H -3.019 0.318 4.070 0.0 0.0 0.0 0.00
H -1.061 2.967 1.191 0.0 0.0 0.0 0.00
H -0.059 4.340 -0.777 0.0 0.0 0.0 0.00
H 1.300 4.349 -2.879 0.0 0.0 0.0 0.00
H 2.369 2.226 -3.629 0.0 0.0 0.0 0.00
H 1.998 0.157 -2.263 0.0 0.0 0.0 0.01
O -1.415 -1.143 -0.106 0.0 0.5 0.1 -0.16
Si -2.597 -1.641 -1.050 0.1 -0.2 -0.2 0.04
C -4.176 -1.874 -0.059 0.0 0.0 0.1 0.00
C -5.132 -2.852 -0.341 0.0 0.1 0.0 0.00
C -6.310 -2.940 0.392 0.0 0.0 0.0 0.00
C -6.551 -2.048 1.427 0.0 0.0 0.0 0.00
C -5.614 -1.064 1.721 0.0 0.0 0.0 0.00
C -4.441 -0.980 0.984 0.0 0.0 0.0 0.01
C -2.135 -3.269 -1.866 0.0 -0.1 -0.1 0.01
C -2.219 -4.475 -1.163 0.0 0.0 0.0 0.00
C -1.750 -5.663 -1.707 0.0 0.0 0.0 0.00
C -1.184 -5.668 -2.974 0.0 0.0 0.0 0.00
C -1.092 -4.484 -3.691 0.0 0.0 0.0 0.00
C -1.563 -3.299 -3.140 0.0 0.0 0.0 0.00
C -3.000 -0.398 -2.410 0.0 0.1 0.0 0.01
C -4.045 -0.610 -3.314 0.0 0.0 0.0 0.00
C -4.349 0.322 -4.296 0.0 0.0 0.0 0.00
C -3.612 1.496 -4.393 0.0 0.0 0.0 0.00
C -2.573 1.730 -3.504 0.0 0.0 0.0 0.00
C -2.277 0.788 -2.525 0.0 0.0 0.0 -0.02
H -4.957 -3.557 -1.147 0.0 0.0 0.0 0.00
H -7.037 -3.708 0.159 0.0 0.0 0.0 0.00
H -7.464 -2.120 2.005 0.0 0.0 0.0 0.00
H -5.800 -0.366 2.528 0.0 0.0 0.0 0.00
H -3.712 -0.211 1.218 0.0 0.0 0.0 0.00
H -2.644 -4.483 -0.164 0.0 0.0 0.0 0.00
H -1.816 -6.583 -1.138 0.0 0.0 0.0 0.00
H -0.801 -6.590 -3.395 0.0 0.0 0.0 0.00
H -0.642 -4.481 -4.677 0.0 0.0 0.0 0.00
H -1.472 -2.378 -3.705 0.0 0.0 0.0 0.00
H -4.632 -1.521 -3.250 0.0 0.0 0.0 0.00
H -5.163 0.135 -4.987 0.0 0.0 0.0 0.00
H -3.847 2.223 -5.161 0.0 0.0 0.0 0.00
H -1.993 2.642 -3.572 0.0 0.0 0.0 0.00
H -1.466 0.973 -1.835 0.0 0.0 0.0 0.02
C 3.032 -7.941 -1.680 0.0 0.0 0.0 0.00
C 2.622 -6.528 -1.356 0.0 0.0 0.0 0.00
C 1.823 -6.249 -0.257 0.0 0.0 0.0 0.00
C 1.477 -4.946 0.088 0.0 0.0 0.1 0.00
C 0.594 -4.697 1.280 0.0 0.0 0.0 0.00
C 1.949 -3.901 -0.709 0.0 0.1 -0.4 0.02
C 2.709 -4.156 -1.855 0.0 0.0 -0.1 0.00
C 3.159 -3.048 -2.771 0.0 0.0 0.0 0.00
C 3.049 -5.470 -2.148 0.0 0.0 0.0 0.00
C 1.603 -2.500 -0.329 0.1 0.1 0.3 -0.07
O 1.871 -2.079 0.808 -0.2 -0.4 0.1 0.03
O 0.958 -1.712 -1.119 0.1 -0.1 0.1 -0.03
H 2.426 -8.662 -1.131 0.0 0.0 0.0 0.00
H 4.077 -8.112 -1.412 0.0 0.0 0.0 0.00
H 2.930 -8.148 -2.746 0.0 0.0 0.0 0.00
H 1.451 -7.066 0.353 0.0 0.0 0.0 0.00
H 0.205 -5.639 1.668 0.0 0.0 0.0 0.00
H -0.252 -4.055 1.025 0.0 0.0 0.0 0.00
H 1.139 -4.188 2.074 0.0 0.0 0.0 0.00
H 2.338 -2.365 -2.988 0.0 0.0 0.0 0.00
H 3.527 -3.460 -3.710 0.0 0.0 0.0 0.00
H 3.961 -2.466 -2.311 -0.1 -0.1 -0.1 0.00
H 3.647 -5.671 -3.032 0.0 0.0 0.0 0.00
C 4.708 -1.556 1.590 0.1 0.0 0.1 0.00
S 4.780 -1.254 -0.187 0.0 0.1 0.2 0.00
C 4.574 0.488 -0.309 0.0 -0.1 -0.1 0.01
C 3.783 1.322 0.409 -0.1 0.1 0.0 0.00
S 2.620 1.059 1.652 -0.1 -0.2 0.1 -0.01
S 3.959 3.007 -0.077 -0.1 0.1 0.1 0.00
C 5.012 2.831 -1.414 0.0 0.1 -0.1 0.00
S 5.476 4.071 -2.418 0.0 -0.1 0.0 0.00
S 5.522 1.205 -1.600 0.1 -0.1 0.0 0.00
H 5.125 -2.555 1.722 0.0 0.0 0.0 0.00
H 3.682 -1.517 1.942 0.1 0.0 0.0 0.00
H 5.318 -0.827 2.119 0.0 0.0 0.0 0.00
```
Positions in Å, forces in eV/Å.


Record 2
DFT (ωB97M-V/def2-TZVPD) results for a 2-piece molecular cluster, C6H7N3OS overall in a non-equilibrium geometry.

M: 169.209 u
LUMO: -0.82 eV
energy relative to the best compared isomer or geometry (same formula, charge and spin): 6.214 eV
highest occupied orbital energy: -0.274 Ha

Structure (XYZ):
```
18
Properties=species:S:1:pos:R:3:forces:R:3:mulliken_charge:R:1
C -1.934 0.656 0.118 0.3 0.3 -1.8 0.60
C -0.641 -0.029 0.335 -0.2 -0.2 0.1 0.27
C -2.392 1.190 -1.047 1.2 -1.1 0.0 -0.88
C 0.233 -0.361 -0.576 2.7 -0.5 2.6 0.28
C 2.425 -1.150 0.769 -2.2 0.2 -1.5 0.30
C 0.622 -0.285 -1.965 0.2 0.4 0.4 -1.27
N -2.678 0.712 1.265 -2.0 0.8 1.5 -0.34
N -2.192 0.247 2.313 -0.8 0.3 -0.5 -0.30
N 2.349 -0.269 1.786 0.8 1.6 -1.0 -0.33
O 2.788 -2.264 0.597 -0.2 1.0 0.6 -0.37
S -0.685 -0.408 2.157 1.5 -0.2 -1.3 0.07
H -3.333 1.685 -1.214 -0.2 0.0 0.5 0.32
H -1.794 1.004 -1.954 -0.3 0.3 0.6 0.11
H 0.108 0.440 -2.546 -0.8 0.7 -0.6 0.45
H 0.477 -1.243 -2.383 -0.1 -1.2 -0.8 0.31
H 1.664 -0.036 -2.042 0.5 0.0 -0.1 0.31
H 2.596 0.753 1.689 -0.9 -2.0 -0.2 0.26
H 2.387 -0.641 2.697 0.5 -0.5 1.4 0.22
```
Positions in Å, forces in eV/Å.


Record 3
DFT (ωB97M-V/def2-TZVPD) results for C5H11NS2 as an isolated structure in a non-equilibrium geometry.

M: 149.284 u
LUMO: 0.60 eV
energy relative to the best compared isomer or geometry (same formula, charge and spin): 2.822 eV
highest occupied orbital energy: -0.318 Ha

Structure (XYZ):
```
19
Properties=species:S:1:pos:R:3:forces:R:3:mulliken_charge:R:1
C 1.744 0.144 2.034 -0.8 -1.3 1.7 -0.67
C -0.641 0.721 0.220 0.8 -1.6 0.5 -0.52
C -1.869 0.352 1.114 0.3 0.5 -2.0 -0.61
C -0.646 -0.636 -0.609 -1.2 2.6 -1.3 -0.03
C -0.332 -0.522 -2.155 0.2 -0.1 2.2 -0.64
H 0.660 -0.492 2.414 3.9 1.4 -0.9 0.17
H 2.196 0.727 3.032 -1.3 -1.7 -2.8 0.31
H 2.674 -0.582 1.520 -3.1 2.2 1.5 0.22
H -0.823 1.498 -0.476 -0.7 1.0 -0.6 0.33
H -2.638 1.110 1.173 0.1 0.3 0.4 0.31
H -1.557 -0.013 2.055 0.0 -0.5 1.0 0.30
H 0.065 -1.299 -0.216 0.7 -1.3 0.7 0.40
H -0.941 0.200 -2.756 0.2 -0.9 0.8 0.31
H -0.376 -1.540 -2.456 -0.7 -0.8 -1.1 0.41
H 1.766 -0.755 -1.735 -1.9 0.9 -1.1 0.28
H 1.112 0.743 -1.731 0.4 -0.4 -0.6 0.26
N 1.051 -0.141 -2.261 2.4 0.8 1.0 -0.66
S 0.944 1.438 0.935 0.1 -1.0 0.3 -0.02
S -2.389 -0.952 -0.102 0.6 0.1 0.5 -0.15
```
Positions in Å, forces in eV/Å.


Record 4
DFT (ωB97M-V/def2-TZVPD) results for a 8-piece molecular cluster, C43H109N9O15 overall in a non-equilibrium geometry.

SMILES string: COCCNCCOC.COCCNCCOC.COCCNCCOC.COCCNCCOC.COCCNCCOC.COCCNCCOC.COCCNCCOC.NC(N)=O
M: 992.393 u
LUMO: 0.51 eV
energy relative to the best compared isomer or geometry (same formula, charge and spin): 2.726 eV
highest occupied orbital energy: -0.304 Ha

Structure (XYZ):
```
176
Properties=species:S:1:pos:R:3:forces:R:3:mulliken_charge:R:1
C -3.894 -15.430 16.285 -0.8 -1.0 2.6 -1.05
O -3.977 -15.635 17.485 -0.5 -1.6 2.0 0.12
N -4.321 -16.201 15.319 -0.9 -2.5 -1.8 1.85
N -3.393 -14.321 15.907 2.1 3.6 -2.7 1.10
H -4.211 -15.866 14.373 -0.3 -0.2 0.0 -0.67
H -4.766 -17.092 15.490 0.3 0.2 0.0 -0.94
H -3.405 -14.130 14.915 0.3 0.7 0.3 -0.50
H -3.036 -13.665 16.587 -0.2 0.1 -0.4 0.30
C -4.583 -12.369 18.166 0.5 0.6 0.6 -0.44
O -3.529 -12.007 17.302 0.8 0.4 -0.4 -0.33
C -3.953 -11.102 16.289 0.9 0.1 -0.3 -0.37
C -2.802 -10.765 15.260 -0.9 -0.4 0.3 -0.99
N -2.618 -11.777 14.250 0.8 -1.1 -0.3 0.03
C -1.344 -11.821 13.487 -0.7 -1.0 0.5 -0.79
C -0.440 -12.943 14.025 1.1 0.7 -0.2 0.22
O 0.586 -13.242 13.028 -3.5 1.2 -0.7 -0.40
C 1.480 -14.163 13.448 1.9 -0.5 1.0 -0.70
H -4.911 -11.449 18.649 -0.8 0.1 -0.1 0.57
H -4.177 -12.947 18.996 0.1 -0.4 -0.4 -0.29
H -5.366 -12.911 17.636 -0.2 0.0 0.1 0.17
H -4.271 -10.173 16.762 0.0 0.2 0.1 0.45
H -4.837 -11.533 15.817 -0.1 0.0 -0.5 0.17
H -1.874 -10.633 15.816 0.0 0.1 0.0 0.38
H -3.032 -9.865 14.691 -0.2 0.7 0.8 0.43
H -3.384 -11.802 13.592 0.0 0.2 0.2 0.16
H -0.801 -10.878 13.433 -0.1 0.2 0.0 0.26
H -1.654 -12.135 12.490 0.4 0.2 -0.2 0.15
H -1.063 -13.752 14.405 0.0 -0.7 -0.9 -0.17
H 0.091 -12.668 14.937 0.2 0.6 0.2 0.59
H 2.158 -13.584 14.075 0.5 -0.7 0.9 0.35
H 2.128 -14.544 12.659 -0.4 0.1 -0.5 0.29
H 1.028 -15.011 13.964 0.0 -0.1 0.2 0.19
C -10.658 -17.984 15.504 0.3 0.3 0.1 -0.70
O -9.394 -18.559 15.539 1.9 -0.8 0.2 -0.40
C -8.570 -18.077 14.467 -1.3 -0.6 0.1 -0.41
C -7.197 -18.682 14.415 0.6 -0.6 1.5 0.03
N -7.101 -20.061 14.915 -0.2 0.1 -1.9 -0.48
C -5.708 -20.431 15.202 0.0 0.9 -1.1 0.11
C -4.665 -20.372 13.991 -1.0 0.1 0.0 -1.24
O -4.042 -19.075 13.802 0.3 -0.7 0.1 0.21
C -2.665 -19.101 13.381 0.0 0.5 0.8 -0.87
H -11.293 -18.540 16.193 -0.1 0.1 -0.2 0.26
H -10.997 -18.016 14.468 -0.7 0.1 0.0 0.30
H -10.546 -16.952 15.837 -0.5 0.3 0.0 0.24
H -8.470 -16.997 14.575 -0.1 0.2 -0.4 0.14
H -9.137 -18.358 13.580 0.1 0.4 -0.5 0.54
H -6.576 -18.117 15.110 0.4 0.7 0.0 -0.26
H -6.769 -18.570 13.418 0.0 -0.1 0.0 0.20
H -7.684 -20.097 15.739 0.1 -0.3 0.2 0.31
H -5.765 -21.451 15.581 0.5 0.1 0.3 0.44
H -5.369 -19.675 15.910 0.7 -0.4 0.5 -0.12
H -5.161 -20.602 13.048 -0.4 -0.1 0.0 0.46
H -3.942 -21.179 14.106 0.4 0.2 0.4 0.61
H -2.404 -19.721 12.524 -0.5 -0.2 -0.1 0.40
H -2.001 -19.343 14.211 -0.1 -0.6 0.2 0.34
H -2.360 -18.078 13.162 -0.4 0.2 -0.3 0.00
C -6.806 -16.311 18.821 0.4 0.0 1.8 -0.33
O -7.676 -16.203 20.007 0.5 0.1 -1.3 -0.50
C -6.978 -15.824 21.198 -0.1 0.8 -1.4 -0.31
C -6.678 -14.309 21.262 -1.1 -0.4 1.0 0.69
N -7.918 -13.556 21.556 0.8 0.4 -1.5 -0.34
C -7.701 -12.147 21.918 -0.3 -1.0 2.7 -0.56
C -7.083 -12.059 23.403 0.9 0.5 -1.3 -0.46
O -7.893 -12.280 24.526 -2.0 0.5 -0.2 -0.39
C -8.964 -11.305 24.717 1.1 -0.4 1.1 -0.77
H -7.331 -16.571 17.902 -0.5 0.2 0.4 0.24
H -6.068 -17.084 19.033 0.0 -0.4 -0.1 0.21
H -6.169 -15.438 18.682 -0.4 0.3 -0.2 0.01
H -6.008 -16.321 21.220 0.0 -0.4 0.3 0.04
H -7.655 -16.124 21.997 0.3 -0.1 0.2 0.39
H -6.165 -14.015 20.346 -0.3 0.3 -0.1 -0.52
H -5.995 -14.119 22.090 0.6 -0.3 0.0 -0.04
H -8.416 -14.044 22.287 -0.1 0.2 0.1 0.32
H -8.682 -11.673 21.948 0.0 0.2 -0.1 0.39
H -7.077 -11.578 21.229 0.1 -0.4 -0.1 0.23
H -6.518 -11.136 23.530 -0.3 0.7 -0.1 0.45
H -6.282 -12.791 23.508 -0.2 -0.3 -0.2 0.20
H -9.871 -11.428 24.126 0.4 0.0 -0.6 0.27
H -8.536 -10.302 24.729 -0.1 0.2 -0.8 0.34
H -9.293 -11.378 25.754 0.1 -0.6 0.1 0.31
C -0.043 -13.953 21.339 -1.3 -0.9 0.1 -0.69
O -1.237 -13.887 20.559 -0.4 -0.5 0.1 -0.37
C -1.804 -15.167 20.122 1.1 0.5 -1.5 -0.48
C -2.963 -15.681 20.947 1.4 1.3 0.5 0.96
N -2.387 -16.053 22.270 -1.0 -1.4 -0.9 -0.47
C -3.502 -16.610 23.054 -0.1 1.1 0.2 -0.03
C -3.150 -17.097 24.446 0.5 -0.2 -2.0 -0.79
O -2.518 -18.355 24.239 0.6 0.5 0.5 -0.21
C -1.841 -18.865 25.383 -1.1 -0.4 -0.5 -0.81
H 0.295 -12.947 21.587 0.0 -0.1 -0.4 0.25
H 0.691 -14.575 20.827 0.4 0.3 0.0 0.23
H -0.315 -14.471 22.259 0.5 0.0 0.3 0.26
H -1.037 -15.934 20.016 0.4 -0.1 0.7 0.26
H -1.995 -14.968 19.067 -1.0 0.0 0.1 0.17
H -3.564 -16.470 20.492 0.6 -0.3 -0.1 -0.05
H -3.640 -14.829 21.009 -0.5 0.2 0.4 -0.40
H -2.093 -15.201 22.726 0.0 0.1 0.0 0.21
H -4.036 -17.410 22.541 0.3 0.0 -0.3 0.30
H -4.157 -15.742 23.126 -1.0 -0.2 0.5 0.10
H -4.096 -17.171 24.982 0.2 -0.1 0.6 0.38
H -2.460 -16.332 24.801 0.1 -0.2 0.9 0.29
H -1.047 -18.242 25.794 -0.1 0.4 -0.1 0.31
H -1.414 -19.822 25.084 0.0 0.0 0.1 0.21
H -2.638 -19.035 26.108 0.4 -0.2 0.7 0.32
C -1.292 -14.206 10.633 -0.2 0.1 -0.1 -0.67
O -2.687 -14.385 10.803 -1.1 2.3 -2.3 -0.55
C -3.066 -15.377 11.656 0.5 -2.0 0.3 -0.87
C -4.608 -15.745 11.875 3.0 1.1 0.1 -0.32
N -5.065 -14.805 12.884 -1.8 -0.4 -0.3 -0.23
C -6.503 -15.082 13.135 0.6 0.5 0.2 -0.07
C -7.126 -13.796 13.704 0.5 -1.3 0.1 -0.27
O -8.475 -14.066 13.895 -0.3 -1.0 -0.1 -0.33
C -9.110 -13.214 14.787 -0.2 1.0 -0.1 -0.80
H -0.903 -14.510 9.661 -0.5 -0.4 -0.3 0.33
H -0.732 -14.788 11.364 0.1 0.4 0.3 0.22
H -1.124 -13.130 10.671 0.4 -0.2 0.4 0.30
H -2.566 -15.077 12.577 -0.7 -0.5 1.1 0.45
H -2.468 -16.220 11.311 -0.5 -1.1 0.2 0.54
H -4.574 -16.750 12.297 -0.2 -0.1 0.1 0.00
H -5.268 -15.740 11.008 0.4 0.0 -0.4 0.70
H -5.076 -13.893 12.449 0.4 0.3 -0.1 0.28
H -6.593 -15.976 13.751 0.1 0.4 0.8 -0.43
H -7.028 -15.440 12.249 -0.1 0.6 -0.6 0.43
H -6.919 -12.941 13.060 -0.4 0.2 -0.7 0.46
H -6.601 -13.499 14.612 -0.1 -0.4 0.6 -0.09
H -10.143 -13.504 14.982 0.1 -0.3 -0.3 0.27
H -9.122 -12.242 14.293 -0.2 0.6 0.5 0.36
H -8.601 -13.156 15.749 0.2 0.0 0.1 0.27
C 2.518 -22.815 16.446 -0.8 0.2 0.6 -0.80
O 1.146 -22.566 16.783 0.2 -0.5 -0.7 -0.39
C 0.871 -22.154 18.114 -0.1 0.3 -0.7 -0.16
C -0.556 -21.589 18.099 0.0 0.3 -0.5 -0.21
N -1.479 -22.573 17.514 -0.3 -0.2 1.4 -0.45
C -2.775 -21.984 17.125 0.6 -1.0 -0.9 -0.19
C -3.675 -21.671 18.299 -0.3 -0.4 -0.2 -0.81
O -3.359 -20.451 18.864 0.1 1.1 0.6 -0.37
C -4.020 -19.341 18.277 1.2 0.9 1.1 -0.10
H 2.553 -23.380 15.515 -0.2 -0.1 0.2 0.25
H 2.972 -23.364 17.270 0.3 -0.2 -0.1 0.34
H 3.062 -21.886 16.271 0.0 0.2 0.2 0.26
H 1.681 -21.473 18.375 -0.4 0.6 0.4 -0.03
H 0.913 -22.965 18.842 0.0 -0.5 -0.1 0.41
H -0.678 -20.707 17.469 0.8 0.6 -0.2 -0.06
H -0.842 -21.208 19.080 -0.2 -0.6 0.3 0.36
H -0.963 -23.026 16.774 -0.4 0.1 -0.4 0.34
H -3.306 -22.662 16.457 0.1 -0.5 0.1 0.54
H -2.575 -21.134 16.473 -0.3 0.8 0.2 0.01
H -3.581 -22.471 19.033 0.4 0.1 0.2 0.42
H -4.745 -21.618 18.098 -0.2 -0.4 -0.8 0.39
H -3.653 -18.527 18.902 -0.3 0.3 0.0 -0.15
H -5.108 -19.347 18.335 -0.1 -0.5 0.0 0.50
H -3.671 -19.064 17.282 -0.1 -0.5 -0.4 -0.07
C -1.072 -17.474 16.281 1.1 1.1 1.2 0.07
O 0.228 -17.952 15.965 -0.1 -1.1 -0.6 -0.48
C 1.389 -17.495 16.683 -1.3 -0.9 0.0 -0.80
C 1.485 -18.095 18.122 0.6 1.3 -1.9 1.16
N 2.860 -17.892 18.640 -2.8 -0.2 -2.6 -0.21
C 2.972 -18.597 19.823 2.9 -0.1 1.8 -0.43
C 4.304 -18.116 20.425 0.2 -0.7 2.0 -0.81
O 5.521 -18.642 19.870 0.0 -0.3 0.5 -0.32
C 6.679 -18.492 20.732 -0.9 -0.1 -0.3 -0.74
H -0.866 -16.447 16.583 -0.8 0.6 -0.2 0.41
H -1.553 -17.921 17.151 0.2 -0.5 0.2 0.23
H -1.795 -17.537 15.467 0.5 0.0 -0.3 -0.42
H 1.355 -16.408 16.754 0.1 0.3 0.1 0.34
H 2.198 -17.774 16.009 0.2 -0.1 0.4 0.33
H 1.209 -19.149 18.143 0.2 0.0 -0.2 -0.51
H 0.740 -17.523 18.674 -0.2 -0.2 0.6 -0.42
H 3.008 -16.902 18.774 0.1 0.0 0.2 0.31
H 3.005 -19.685 19.759 0.4 -0.2 -0.9 0.15
H 2.191 -18.515 20.578 -0.4 0.9 0.2 0.41
H 4.098 -18.366 21.466 1.1 -0.8 0.7 0.41
H 4.416 -17.040 20.560 -0.3 0.5 -0.8 0.42
H 6.532 -19.036 21.665 -0.3 0.3 0.3 0.31
H 6.899 -17.436 20.886 -0.1 0.1 0.3 0.29
H 7.585 -18.942 20.326 -0.4 -0.1 -0.8 0.26
```
Positions in Å, forces in eV/Å.